94
Properties=species:S:1:pos:R:3:lowdin_charge:R:1 method="wB97M-V/def2-TZVPD" fmax_ev_per_a=3.7 orbital_gap_ev=7.7 relative_energy_kcal_mol=20.62 total_charge=+2 energy_ha=-3067.6237 homo_ev=-13.20
Al 0.8123 -0.2797 -0.0754 -0.044
C 2.4310 2.0146 -0.9505 0.007
N 2.1665 1.0808 0.2816 -0.281
C 1.9618 1.8017 1.5100 -0.066
C 3.4017 0.1475 0.5283 -0.100
C 2.9582 -0.9558 1.4930 -0.191
N 1.6462 -1.4101 1.0481 -0.023
C 1.1423 -2.6746 1.4768 -0.169
C -0.0394 -3.1167 0.9144 -0.190
F -0.6392 -2.2428 0.0584 -0.002
C -0.5990 -4.3504 1.1986 -0.193
F -1.8255 -4.6373 0.7991 0.126
C -0.0303 -5.1322 2.2481 0.107
C 1.0824 -4.6204 2.8805 -0.219
F 1.7369 -5.3532 3.7820 0.129
C 1.6854 -3.4553 2.4585 -0.170
F 2.7635 -3.0741 3.1633 0.107
H 3.4098 2.4886 -0.8992 0.106
H 1.6632 2.7732 -1.0277 0.094
H 2.5098 1.3996 -1.8431 0.030
H 2.8725 2.2498 1.8379 0.105
H 1.5855 1.1867 2.3602 0.111
H 1.1878 2.5443 1.3288 0.084
H 4.2409 0.7199 0.9317 0.140
H 3.6865 -0.3717 -0.4321 0.122
H 2.9114 -0.7073 2.5318 0.109
H 3.8069 -1.7384 1.4342 0.166
H -0.3877 -6.1626 2.4671 0.161
S -1.2950 0.6345 -0.3105 0.347
Sb -2.2173 1.8305 1.5582 1.475
C -1.3989 0.7134 3.2597 -0.308
C -1.1983 -0.6520 3.0373 -0.138
C -0.5936 -1.5206 4.0048 -0.045
C -0.2283 -0.9526 5.1746 -0.057
C -0.3773 0.4136 5.3940 -0.062
C -0.9076 1.2530 4.4581 -0.120
C -1.4468 3.8195 1.4216 -0.347
C -1.4199 4.5434 0.2336 -0.137
C -1.0839 5.8861 0.2763 -0.094
C -0.8917 6.5454 1.4477 -0.068
C -0.7915 5.8615 2.6729 -0.043
C -1.0685 4.5170 2.6091 -0.117
C -4.2359 1.6243 1.5104 -0.384
C -5.0557 2.5252 0.7612 -0.110
C -6.4191 2.4833 0.8501 -0.070
C -7.0533 1.5293 1.6268 -0.061
C -6.3205 0.5829 2.3011 -0.049
C -4.8862 0.5876 2.2651 -0.071
H -1.6188 -1.1992 2.1648 0.097
H -0.5722 -2.5531 3.6682 0.105
H 0.2816 -1.5806 5.8991 0.125
H -0.0055 0.8602 6.3346 0.133
H -1.0653 2.3021 4.6737 0.088
H -1.6508 4.0571 -0.7130 0.102
H -1.1524 6.5426 -0.6884 0.158
H -0.5016 7.6095 1.4726 0.144
H -0.7075 6.3453 3.6000 0.105
H -1.1877 3.9163 3.5260 0.077
H -4.5014 3.2976 0.2328 0.097
H -7.1216 3.2237 0.4317 0.132
H -8.1153 1.6221 1.7759 0.120
H -6.7682 -0.2667 2.8554 0.127
H -4.3614 -0.0635 2.9349 0.089
C 3.9706 -1.5817 -3.4134 -0.141
C 2.7805 -0.9317 -4.1341 -0.543
C 3.1083 0.4733 -4.5397 -0.135
Sb 1.1757 -1.1482 -2.7283 1.578
C -0.6160 -0.2372 -3.7310 -0.531
C -0.6388 1.2460 -3.5408 -0.190
C -0.7050 -0.6409 -5.1922 -0.136
C 0.8113 -3.2349 -2.6003 -0.530
C 0.5704 -3.9912 -3.9139 -0.112
C 1.9385 -3.9567 -1.7301 -0.097
H 4.8089 -1.5993 -4.1328 0.106
H 3.7465 -2.6020 -3.1309 0.041
H 4.2892 -0.9276 -2.6612 0.040
H 2.5284 -1.6054 -5.0063 0.119
H 3.5848 1.0192 -3.6858 0.078
H 2.2665 1.0645 -4.8949 0.066
H 3.9096 0.4710 -5.3054 0.104
H -1.4464 -0.7851 -3.2001 0.098
H 0.0774 1.7049 -4.1845 0.062
H -0.5277 1.6180 -2.5171 -0.016
H -1.6340 1.6059 -3.8041 0.095
H -0.2788 0.1123 -5.8928 0.092
H -1.7876 -0.6287 -5.4869 0.105
H -0.2315 -1.5783 -5.4317 0.041
H -0.1039 -3.2200 -1.9586 0.074
H 1.5014 -4.0804 -4.4918 0.089
H -0.1977 -3.5863 -4.5809 0.071
H 0.3091 -4.9859 -3.6551 0.069
H 2.9561 -3.9461 -2.2263 0.077
H 1.5640 -4.9617 -1.7304 0.074
H 2.0664 -3.5486 -0.7227 0.053



46
Properties=species:S:1:pos:R:3:lowdin_charge:R:1 method="wB97M-V/def2-TZVPD" fmax_ev_per_a=3.4 orbital_gap_ev=11.9 relative_energy_kcal_mol=0.00 energy_ha=-4126.1746 homo_ev=-11.37
Zr 0.1109 0.4986 0.0373 1.964
C 3.7522 1.4017 1.8138 -0.627
F 4.9829 1.8374 1.5463 0.154
F 3.7652 0.4064 2.7009 0.155
F 3.0253 2.4230 2.2904 0.139
S 2.9997 0.7981 0.2206 0.624
O 2.1308 -0.3720 0.5082 -0.377
O 1.9581 1.7807 -0.1758 -0.398
O 4.1054 0.6334 -0.6408 -0.197
C -3.8538 1.6789 -1.0124 -0.660
F -3.0734 2.4775 -1.7132 0.169
F -4.6227 2.3942 -0.2012 0.172
F -4.5908 0.9317 -1.8290 0.167
S -2.7916 0.5720 0.0240 0.626
O -3.6183 -0.1849 0.8764 -0.193
O -1.8504 -0.2322 -0.7974 -0.382
O -1.7832 1.4553 0.6771 -0.409
C -1.2003 1.0769 4.0144 -0.665
F -0.6097 1.8026 4.9535 0.175
F -1.9475 0.1316 4.5533 0.178
F -1.9317 1.8623 3.2452 0.165
S 0.1103 0.2853 2.9629 0.658
O 0.5983 1.3473 2.0329 -0.407
O 1.0416 -0.3221 3.8274 -0.190
O -0.4744 -0.5665 1.8732 -0.400
C 1.3834 2.7778 -3.1629 -0.661
F 2.6344 2.4603 -2.9314 0.184
F 1.0159 3.8043 -2.4193 0.173
F 1.1938 3.0919 -4.4366 0.163
S 0.2535 1.3349 -2.7351 0.658
O -0.4757 1.8661 -1.5320 -0.436
O -0.5005 0.9321 -3.8458 -0.184
O 0.9819 0.2724 -1.9944 -0.394
C -0.4223 -3.8824 0.0859 -0.138
C -0.9763 -3.6224 -1.3199 -0.106
C -0.2572 -2.3011 -1.7034 -0.174
O 0.1469 -1.6985 -0.4689 -0.328
C 0.6068 -2.7999 0.3314 -0.162
H 0.0122 -4.8853 0.1713 0.117
H -1.2103 -3.9650 0.8379 0.118
H -2.0354 -3.3795 -1.3296 0.114
H -0.7039 -4.3889 -2.0368 0.113
H -0.8579 -1.6249 -2.2955 0.105
H 0.6322 -2.4908 -2.3156 0.137
H 0.7549 -2.5363 1.3710 0.117
H 1.5905 -3.0818 -0.0583 0.140



12
Properties=species:S:1:pos:R:3:lowdin_charge:R:1 method="wB97M-V/def2-TZVPD" fmax_ev_per_a=3.0 orbital_gap_ev=10.6 relative_energy_kcal_mol=7.11 total_charge=+1 energy_ha=-547.6696 homo_ev=-14.01
N 0.6730 -0.6137 -1.7376 0.225
C 0.0839 -0.1355 -0.6367 -0.415
N -1.1340 0.4455 -0.5899 0.190
N 0.7753 -0.0859 0.5865 -0.246
P 0.3528 0.9115 2.0228 0.887
H 1.4513 -1.2470 -1.7131 0.137
H 0.3398 -0.4642 -2.6188 0.095
H -1.8876 0.4842 -1.2471 0.138
H -1.4004 0.8557 0.2772 0.030
H 1.5532 -0.8109 0.8370 0.156
H -1.0810 0.8340 1.9619 -0.091
H 0.2736 -0.1739 2.8578 -0.106



49
Properties=species:S:1:pos:R:3:lowdin_charge:R:1 method="wB97M-V/def2-TZVPD" fmax_ev_per_a=1.2 orbital_gap_ev=8.1 relative_energy_kcal_mol=15.54 energy_ha=-1618.0539 homo_ev=-7.72
C 6.6639 3.6989 0.5435 -0.091
O 5.8791 3.3041 -0.5558 -0.086
C 5.1600 2.1528 -0.4616 -0.282
C 4.4019 1.8147 -1.5851 -0.001
C 3.6398 0.6691 -1.5952 -0.018
C 3.6140 -0.1717 -0.4831 -0.221
N 2.8225 -1.3278 -0.5565 0.112
C 2.5812 -2.2524 0.3954 -0.554
O 3.0314 -2.2628 1.5206 0.064
C 1.6556 -3.3738 -0.0802 -0.352
S 0.2541 -2.8109 -1.1002 1.011
C -0.6158 -1.7886 0.0291 -0.460
C -0.3387 -1.5334 1.3439 0.000
C -1.1996 -0.6644 2.0625 -0.307
C -0.9111 -0.3706 3.4971 -0.024
N -2.2491 -0.1016 1.5220 0.174
C -2.5200 -0.3536 0.2443 -0.185
C -3.5312 0.0626 -0.6325 -0.101
C -4.6452 0.9495 -0.3478 -0.177
C -4.7675 1.5435 0.9091 -0.029
C -5.8250 2.3881 1.1850 -0.085
C -6.7788 2.6564 0.2167 -0.100
C -6.6667 2.0708 -1.0334 -0.091
C -5.6113 1.2251 -1.3160 -0.039
C -3.2127 -0.5774 -1.8403 -0.065
N -2.1211 -1.3237 -1.7585 0.059
N -1.7026 -1.1963 -0.5103 -0.100
C 4.3646 0.1611 0.6355 -0.003
C 5.1309 1.3140 0.6468 -0.012
H 7.1408 4.6310 0.2447 0.093
H 6.0505 3.8758 1.4327 0.095
H 7.4348 2.9566 0.7745 0.095
H 4.4292 2.4711 -2.4399 0.119
H 3.0573 0.4200 -2.4707 0.114
H 2.3380 -1.4514 -1.4385 0.104
H 2.2142 -4.0505 -0.7291 0.090
H 1.2881 -3.9370 0.7773 0.091
H 0.5105 -1.9629 1.8442 0.102
H -1.6215 0.3601 3.8711 0.079
H -0.9890 -1.2820 4.0881 0.087
H 0.1017 0.0135 3.6053 0.086
H -4.0234 1.3309 1.6602 0.089
H -5.9074 2.8416 2.1625 0.101
H -7.6052 3.3171 0.4343 0.097
H -7.4078 2.2742 -1.7933 0.100
H -5.5390 0.7740 -2.2939 0.100
H -3.7307 -0.5265 -2.7773 0.110
H 4.3509 -0.4816 1.4996 0.102
H 5.7023 1.5424 1.5321 0.104



37
Properties=species:S:1:pos:R:3:lowdin_charge:R:1 method="wB97M-V/def2-TZVPD" fmax_ev_per_a=3.0 orbital_gap_ev=6.0 relative_energy_kcal_mol=24.38 total_charge=-1 energy_ha=-1183.5686 homo_ev=-3.69
C -2.7284 1.0411 2.8214 -0.098
C -1.8329 0.7502 1.6191 -0.510
C -1.4994 2.1134 0.9182 -0.651
S -0.1172 1.8966 -0.1923 0.435
N -0.6103 0.0598 2.0990 -0.014
H -2.4996 0.6873 3.8179 0.049
H -3.7453 0.5756 2.6097 0.082
H -2.9505 2.0955 2.9977 0.055
H -2.4261 0.1544 0.9295 0.072
H -2.4271 2.2262 0.3322 0.051
H -1.4100 2.9271 1.6165 0.046
H 0.1567 0.6957 2.2274 0.020
H -0.7111 -0.6611 2.8004 0.054
H -1.6048 -2.8479 -1.3967 0.022
H -1.1417 -1.9811 -0.2026 0.048
O -1.9085 -2.4284 -0.5885 -0.074
H 0.6719 2.0289 -2.3432 -0.097
H 0.8679 0.6634 -3.1603 -0.044
O 0.6152 1.5552 -3.1914 -0.116
H 1.8626 -2.9810 -2.1999 0.043
H 2.7377 -1.7546 -1.6422 0.047
O 2.5789 -2.7056 -1.6281 -0.044
H 3.4509 -1.2110 0.4624 0.017
H 4.0885 0.0537 0.2914 0.053
O 4.2341 -0.8641 0.0129 -0.052
H 2.4158 -3.5475 -0.0731 0.001
H 2.4290 -2.7968 1.2579 0.006
O 2.0892 -3.6018 0.8577 -0.086
H -2.8999 -0.8829 -0.9653 0.017
H -2.5842 0.6497 -1.5522 0.020
O -3.1163 0.0814 -0.9919 -0.104
H 0.8489 3.0982 1.4144 -0.106
H 2.2529 3.4052 1.5477 0.003
O 1.4476 3.5762 2.0493 -0.157
H 0.4145 -1.6086 -2.8788 0.019
H -0.6294 -0.9231 -2.1900 0.059
O -0.4530 -1.8315 -2.5416 -0.065



20
Properties=species:S:1:pos:R:3:lowdin_charge:R:1 method="wB97M-V/def2-TZVPD" fmax_ev_per_a=1.2 orbital_gap_ev=10.7 relative_energy_kcal_mol=4.67 energy_ha=-328.3114 homo_ev=-9.81
C -1.4114 -2.2330 -0.5489 -0.094
C -0.0629 -1.5282 -0.4058 -0.165
C 0.0059 -0.9052 0.9873 -0.565
N 1.0619 -1.2574 1.7765 0.155
O -0.8298 -0.1162 1.3855 0.039
H -2.1767 -1.5567 -0.1544 0.074
H -1.4292 -3.1641 0.0135 0.077
H -1.6994 -2.4264 -1.5836 0.071
H 0.7279 -2.2773 -0.4693 0.101
H 0.0791 -0.6921 -1.0886 0.098
H 1.1839 -0.7007 2.6088 0.106
H 1.8786 -1.7336 1.4381 0.093
C 0.2297 3.3776 -0.8256 -0.155
C 0.8431 2.3286 -1.7547 -0.169
H -0.5798 3.9121 -1.3200 0.058
H -0.1961 2.8974 0.0509 0.057
H 0.9719 4.1392 -0.5733 0.062
H 1.8489 2.5448 -2.1025 0.057
H 0.2367 2.0756 -2.6257 0.062
H 0.9687 1.3783 -1.2193 0.037



117
Properties=species:S:1:pos:R:3:lowdin_charge:R:1 method="wB97M-V/def2-TZVPD" fmax_ev_per_a=3.3 orbital_gap_ev=9.2 relative_energy_kcal_mol=22.01 energy_ha=-2719.9601 homo_ev=-9.07
O -1.2808 -0.6660 -5.5139 -0.026
C -2.1919 0.0721 -5.0843 -0.558
N -2.3228 1.3030 -5.5987 0.166
C -3.1517 -0.3338 -3.9723 0.007
H -2.8126 2.0431 -5.1095 0.081
H -1.5292 1.6934 -6.0730 0.104
H -4.1191 0.1348 -4.0920 0.075
H -2.6646 -0.0322 -3.0225 0.087
H -3.3296 -1.4124 -4.0048 0.062
O -0.5047 -2.7759 2.2502 -0.007
C -0.7294 -3.8628 2.7426 -0.558
N -2.0012 -4.2306 2.9948 0.191
C 0.3538 -4.7948 3.2779 0.009
H -2.7381 -3.6219 2.7504 0.047
H -2.2418 -5.1160 3.4865 0.139
H 1.2199 -4.6702 2.6547 0.067
H 0.1159 -5.8661 3.3262 0.087
H 0.6785 -4.4627 4.2544 0.081
O 2.2769 -3.1002 -3.1832 0.011
C 2.6980 -3.0323 -2.0353 -0.624
N 3.8255 -2.4732 -1.7136 0.202
C 1.9154 -3.5558 -0.8254 0.013
H 4.3177 -2.5260 -0.8362 0.061
H 4.2963 -2.1362 -2.5166 0.114
H 0.9796 -3.1327 -0.6488 0.048
H 2.4488 -3.6336 0.0848 0.047
H 1.6497 -4.6002 -1.0462 0.091
O 5.3062 -2.3588 0.8303 -0.032
C 5.0513 -1.4076 1.5935 -0.476
N 3.7446 -1.0156 1.8222 0.161
C 6.2458 -0.5143 2.2163 0.020
H 2.9447 -1.6032 1.6519 0.078
H 3.5553 -0.2562 2.4921 0.052
H 5.8094 0.4588 2.4706 0.064
H 7.0037 -0.3330 1.4645 0.070
H 6.6559 -1.0216 3.0576 0.060
O -4.5550 -2.5366 1.7908 -0.016
C -4.2652 -2.6661 0.6015 -0.573
N -3.0255 -2.5817 0.1103 0.173
C -5.3309 -2.8440 -0.5078 -0.002
H -2.2251 -2.2135 0.6598 0.083
H -2.9211 -2.4212 -0.8839 0.094
H -4.9685 -3.2278 -1.4788 0.074
H -5.7365 -1.8408 -0.7153 0.085
H -6.1073 -3.4898 -0.0028 0.098
O -1.7300 3.5287 -3.9726 -0.002
C -1.0341 4.0097 -3.0946 -0.558
N -1.1874 3.7012 -1.7795 0.167
C 0.0903 4.9690 -3.5017 0.008
H -0.5709 3.9145 -1.0000 0.061
H -1.9731 3.0924 -1.5057 0.118
H -0.2390 5.5966 -4.3346 0.085
H 0.9992 4.4232 -3.7601 0.078
H 0.3241 5.5388 -2.6350 0.045
O -1.1178 4.5682 2.0241 0.024
C -0.9322 5.7426 2.2806 -0.561
N -0.7284 6.2257 3.5340 0.149
C -0.7159 6.8358 1.1545 0.004
H -0.8601 7.1955 3.6865 0.083
H -1.0646 5.6024 4.2575 0.108
H -0.6379 7.8658 1.4676 0.058
H -1.5157 6.6618 0.4302 0.078
H 0.2267 6.6399 0.6421 0.062
O -2.8056 0.1336 5.7650 0.004
C -3.0517 -0.3151 4.6421 -0.547
N -3.5805 -1.5919 4.4984 0.133
C -2.6878 0.1770 3.2503 -0.003
H -4.0348 -2.1161 5.2188 0.096
H -3.9339 -1.8506 3.5658 0.045
H -3.4820 -0.0444 2.5273 0.084
H -1.8199 -0.3829 2.9255 0.056
H -2.4768 1.2490 3.3228 0.088
O -1.8486 -6.1145 -5.4446 0.011
C -1.3133 -5.2560 -4.7380 -0.595
N 0.0431 -5.2757 -4.5701 0.140
C -2.0559 -4.1751 -4.0167 -0.025
H 0.6502 -6.0714 -4.6114 0.096
H 0.5574 -4.4154 -4.2344 0.096
H -2.1983 -4.5698 -2.9671 0.102
H -2.9080 -3.8361 -4.5538 0.060
H -1.4130 -3.2537 -3.9346 0.081
O 2.3397 0.6848 3.6204 -0.003
C 1.5130 0.4923 4.4755 -0.599
N 0.9628 -0.7086 4.6288 0.201
C 1.1011 1.6204 5.4084 0.024
H 0.2042 -0.8037 5.2826 0.105
H 1.1478 -1.5382 4.0813 0.103
H 1.0599 2.5525 4.8395 0.087
H 1.8941 1.6736 6.1350 0.083
H 0.1415 1.4216 5.8879 0.077
O 1.5699 4.4976 -0.4655 -0.028
C 2.5433 3.7879 -0.1094 -0.566
N 3.0204 2.8298 -0.9347 0.161
C 3.3047 3.9659 1.2033 -0.004
H 3.9506 2.4851 -0.7282 0.102
H 2.7174 2.5658 -1.9105 0.075
H 3.6386 2.9394 1.4367 0.070
H 2.5864 4.4436 1.9116 0.092
H 4.1869 4.6158 1.0385 0.090
O 2.5942 1.8587 -3.5690 -0.037
C 1.7399 0.9471 -3.7316 -0.527
N 1.3875 0.5150 -4.9532 0.199
C 1.1811 0.2052 -2.5644 0.019
H 0.5343 -0.0069 -5.0230 0.051
H 1.6598 0.9748 -5.8094 0.121
H 0.1102 0.0496 -2.6074 0.077
H 1.3771 0.7286 -1.6016 0.071
H 1.6948 -0.7589 -2.4476 0.072
O -1.3115 -0.4406 -0.1789 0.018
C -0.5332 0.2548 0.4331 -0.604
N 0.4130 -0.3438 1.2286 0.173
C -0.4050 1.7269 0.4414 -0.009
H 1.1141 0.1977 1.7160 0.060
H 0.3003 -1.3513 1.4548 0.060
H 0.4556 2.0573 1.0283 0.089
H -1.3779 2.1337 0.6855 0.091
H -0.1307 1.9858 -0.5603 0.044



9
Properties=species:S:1:pos:R:3:lowdin_charge:R:1 method="wB97M-V/def2-TZVPD" fmax_ev_per_a=2.2 orbital_gap_ev="3.8 / 4.2" relative_energy_kcal_mol=96.81 total_charge=+1 energy_ha=-503.6404 spin_multiplicity=2 homo_ev="-11.41 / -11.98"
H -0.8087 1.6435 -1.5706 0.134
C -0.4161 1.0536 -0.7376 -0.174
C -0.1045 -0.2241 -0.8106 0.025
O -0.2758 1.8448 0.3647 -0.267
O 0.2565 1.1232 1.5049 -0.296
Mg -1.3090 1.8477 2.2899 1.455
C 0.9282 -2.4712 -0.3771 0.192
C 0.1733 -1.5001 -0.5051 -0.125
H 1.5561 -3.3176 -0.1586 0.057



7
Properties=species:S:1:pos:R:3:lowdin_charge:R:1 method="wB97M-V/def2-TZVPD" fmax_ev_per_a=5.6 orbital_gap_ev=10.6 relative_energy_kcal_mol=10.93 energy_ha=-3737.5976 homo_ev=-10.66
O 0.1861 -1.3848 -1.1734 0.015
N -0.3437 -1.0034 -0.1710 -0.479
O -1.1393 -1.4190 0.5469 0.072
C 0.2746 0.6511 0.1061 -1.552
Cl -0.0852 1.3256 -1.4093 0.675
Cl 2.0032 0.5941 0.5612 0.575
Br -0.8958 1.2364 1.5395 0.695



32
Properties=species:S:1:pos:R:3:lowdin_charge:R:1 method="wB97M-V/def2-TZVPD" fmax_ev_per_a=1.5 orbital_gap_ev="9.0 / 8.2" energy_ha=-2009.7915 spin_multiplicity=5 homo_ev="-8.55 / -7.76"
Fe -0.7234 -0.0813 0.3628 0.847
C -0.1014 -3.2681 2.6856 -0.001
C -0.3503 -2.0772 1.8380 -0.687
O -0.4847 -2.2093 0.5753 -0.079
O -0.4046 -0.9237 2.3413 -0.045
H -0.7280 -4.0994 2.3710 0.084
H -0.2958 -3.0315 3.7291 0.082
H 0.9447 -3.5606 2.5868 0.088
C -3.7157 2.5929 0.4728 -0.002
C -2.6100 1.5720 0.4829 -0.699
O -2.8565 0.3824 0.1575 -0.056
O -1.4259 1.9156 0.7999 -0.074
H -3.9900 2.8456 -0.5499 0.081
H -3.4094 3.4950 0.9941 0.076
H -4.5783 2.1450 0.9659 0.083
C 1.6933 -0.4701 -3.2074 -0.052
C 1.1361 -0.4530 -1.7989 -0.407
C 1.9631 0.4216 -0.8790 -0.170
O 1.3022 0.5228 0.3731 -0.271
C 1.9853 1.3158 1.3303 -0.050
N -0.3008 -0.0812 -1.7133 0.040
H 1.0693 -1.0865 -3.8520 0.083
H 2.7230 -0.8225 -3.1985 0.086
H 1.6900 0.5401 -3.6370 0.087
H 1.2202 -1.4728 -1.4071 0.143
H 2.1209 1.4188 -1.3152 0.142
H 2.9394 -0.0477 -0.7255 0.139
H 1.5390 1.0962 2.2975 0.098
H 1.8656 2.3757 1.0965 0.102
H 3.0441 1.0456 1.3602 0.096
H -0.8343 -0.7590 -2.2557 0.117
H -0.4271 0.7589 -2.2811 0.119